[1]
Molecular formula: C14H26BN9S4Zr
Method: DFT, ωB97M-V with the def2-TZVPD basis set

The geometry in XYZ format:
```
55
C14H26BN9S4Zr (ωB97M-V with the def2-TZVPD basis set)
Zr -0.62807 -0.66977 0.04913
N -2.31179 1.05243 0.31870
C -2.37281 2.27599 -0.48783
C -0.96781 2.65703 -0.91331
N -0.20238 1.51103 -1.42516
C 1.26069 1.81213 -1.40735
C 2.02958 0.62726 -1.95027
N 1.48633 -0.59075 -1.20664
C -0.67004 1.23851 -2.80623
C -1.00299 -0.19832 -3.10560
N -1.89708 -0.65407 -2.04010
H -2.12484 1.18194 1.31994
H -3.22746 0.60417 0.38012
H -3.03999 2.08723 -1.33557
H -2.84331 3.12676 0.02460
H -1.04535 3.40712 -1.66372
H -0.46726 3.03386 -0.03985
H 1.45469 2.80155 -1.87692
H 1.52959 1.89024 -0.35724
H 1.89555 0.47357 -2.99637
H 3.10541 0.73628 -1.72441
H 1.60914 -1.43465 -1.79434
H 2.15393 -0.79468 -0.49047
H -1.56421 1.85974 -2.95535
H 0.08709 1.62488 -3.51064
H -1.57537 -0.22860 -4.07795
H -0.15738 -0.88191 -3.15106
H -2.73869 -0.14059 -2.05364
H -2.10899 -1.66196 -2.24700
B 2.76420 -0.48622 1.76490
N 1.84406 0.74158 1.98310
C 2.18647 1.80408 2.69527
C 1.16211 2.71703 2.67881
C 0.15681 2.08215 1.97987
N 0.58867 0.87332 1.49438
N 1.98235 -1.75059 1.98447
C 2.17204 -2.69771 2.92307
C 1.14923 -3.64374 2.85589
C 0.37401 -3.21869 1.76981
N 0.87124 -2.08270 1.23738
H 3.53791 -0.48389 2.66359
H 3.29736 -0.39013 0.66982
H 3.17698 1.91158 3.09076
H 1.21339 3.70592 3.13093
H -0.85598 2.39263 1.87615
H 3.01967 -2.67746 3.56461
H 1.02827 -4.57401 3.40054
H -0.50586 -3.62515 1.33106
S -4.21728 -2.12851 2.95203
C -2.92741 -1.69826 2.03840
S -1.62346 -0.72150 2.56121
S -2.68796 -2.23062 0.38203
S 0.00621 -3.44445 -1.52022
C -1.24462 -3.55634 -2.62068
N -2.13458 -3.56478 -3.36264
```

## Properties
* HOMO level: -7.46 eV
* energy above the lowest of the compared OMol25 structures with the same formula, charge and spin: 11.47 kcal per mole
* electronic energy: -2706.7162 hartree

---

[2]
Molecular formula: C14H26BiIOP2
Method: DFT, ωB97M-V with the def2-TZVPD basis set

The geometry in XYZ format:
```
45
C14H26BiIOP2 (ωB97M-V with the def2-TZVPD basis set)
C 0.90969 0.00374 -2.92187
I -1.71567 -1.40113 -2.82901
H 1.79754 0.18083 -2.17607
H 0.70901 1.01715 -3.28142
H 1.19293 -0.72513 -3.69467
Bi -0.03473 -0.11599 -0.85095
P 0.66843 2.75084 -0.84512
C -0.77046 3.87070 -1.10078
C 1.49415 3.43375 0.66943
H 1.46117 4.54273 0.71348
H 1.79019 4.22526 -2.33371
H 2.54552 3.10450 0.65257
H 2.81738 2.81882 -1.83194
H -1.44655 3.79787 -0.23532
H 1.02109 3.02931 1.58027
C 1.83393 3.14756 -2.18083
H -0.35065 4.88252 -1.20011
H 1.61522 2.69364 -3.14611
H -1.32371 3.61698 -2.01652
P 0.71655 -2.83886 -0.40557
C -0.75333 -3.94083 -0.52096
C 1.81306 -3.33601 -1.75369
H 2.59676 -2.89958 1.04197
H 1.53484 -4.33983 1.32825
H 1.06574 -2.71880 1.98330
C 1.56022 -3.25128 1.15487
H 2.80186 -2.94579 -1.48618
H 1.80867 -4.43001 -1.76922
H -0.34761 -4.96444 -0.48676
H -1.32414 -3.79819 -1.45558
H 1.52576 -2.98590 -2.75050
H -1.39691 -3.73791 0.35126
C -3.22112 -0.16237 -0.52311
O -4.28111 -0.54776 -0.78906
C -2.25091 0.26852 4.04114
C -1.90971 -0.96504 3.50597
C -1.26047 -1.06572 2.26801
C -1.04902 0.05785 1.50240
C -1.27008 1.29931 2.06332
C -1.91405 1.40592 3.31066
H -2.73077 0.33916 5.04010
H -2.06689 -1.89695 4.08824
H -0.88129 -2.04513 1.94378
H -0.91339 2.22203 1.59255
H -2.06713 2.40367 3.75350
```

## Properties
* HOMO level (spin up / spin down): -14.58 / -14.58 eV
* electronic energy: -1818.5645 hartree
* net charge: +2

---

[3]
Molecular formula: C14H26BiN8S3Sb
Method: DFT, ωB97M-V with the def2-TZVPD basis set

The geometry in XYZ format:
```
53
C14H26BiN8S3Sb (ωB97M-V with the def2-TZVPD basis set)
Bi -1.29202 1.92150 -0.31740
S -1.91494 3.99966 2.50074
Sb -0.24748 4.90628 1.04678
S 0.95401 2.83421 0.48572
S -1.94968 4.37898 -0.58738
N 0.71935 -1.66969 -1.98703
C -0.35270 -1.86848 -1.20199
N -1.28852 -2.69059 -1.66350
C -2.33203 -2.86008 -0.85174
N -3.31622 -3.66642 -1.25774
N -2.47377 -2.27853 0.35745
C -1.48238 -1.48349 0.70404
N -0.39209 -1.21332 -0.01722
C -1.62998 -0.79783 2.02323
C -2.84953 -0.80799 2.68149
C -2.96605 -0.12596 3.88277
C -1.86251 0.53646 4.38842
C -0.68178 0.48526 3.66650
N -0.56005 -0.16370 2.51181
H 0.73561 -2.09284 -2.89816
H 1.44621 -1.03583 -1.70747
H -3.24585 -4.12665 -2.14732
H -4.10471 -3.82735 -0.65792
H -3.68044 -1.33803 2.24176
H -3.90943 -0.10996 4.41169
H -1.90873 1.08947 5.31556
H 0.20164 1.00393 4.02400
C 0.22769 2.79938 -4.51079
C 0.39761 2.46819 -3.02886
C 1.68072 1.67151 -2.81482
C -0.81612 1.69868 -2.50595
H 1.10416 3.32189 -4.89818
H -0.64319 3.43472 -4.67515
H 0.09543 1.88566 -5.09624
H 0.47502 3.41392 -2.48249
H 1.68053 0.78733 -3.45979
H 1.78612 1.34675 -1.77658
H 2.55965 2.26683 -3.06446
H -0.75050 0.63495 -2.74862
H -1.74408 2.07630 -2.94902
N 3.12095 -2.08779 0.20250
C 2.71021 -2.29381 1.59360
C 2.83605 -0.97295 2.34387
N 2.05390 0.04094 1.59483
H 2.69470 -2.77493 -0.40552
H 4.12504 -2.17321 0.09728
H 2.21589 -0.13318 0.59682
H 3.28693 -3.05663 2.12099
H 1.66548 -2.60835 1.59808
H 3.87418 -0.64503 2.38893
H 2.44526 -1.04305 3.35709
H 1.01122 -0.06979 1.78189
H 2.29117 1.01264 1.79351
```

## Properties
* <S²>: 0.758
* HOMO level (spin up / spin down): -10.80 / -10.65 eV
* energy above the lowest of the compared OMol25 structures with the same formula, charge and spin: 4.07 kcal per mole
* electronic energy: -2636.4679 hartree
* spin multiplicity: 2
* net charge: +1

---

[4]
Molecular formula: C14H26BrN3O9P2
Method: DFT, ωB97M-V with the def2-TZVPD basis set

The geometry in XYZ format:
```
55
C14H26BrN3O9P2 (ωB97M-V with the def2-TZVPD basis set)
N 0.07688 1.14599 -1.06010
C -0.67310 1.65756 -1.76229
C -1.84696 2.30148 -2.39066
C -3.05418 1.32180 -2.47706
C -4.14195 1.78533 -1.46942
C -5.43701 0.97256 -1.59761
Br -5.10849 -0.90684 -1.25396
C -1.43565 2.89480 -3.75661
C -1.57100 1.95263 -4.88321
N -1.64245 1.16720 -5.71568
N -0.01735 3.38187 -3.72813
C 0.11138 4.39917 -4.40015
O 0.17658 5.38139 -5.00802
H -2.14263 3.14422 -1.76314
H -3.52864 1.31188 -3.45954
H -2.71346 0.33310 -2.17957
H -3.72296 1.63368 -0.47208
H -4.34184 2.83813 -1.68986
H -6.12671 1.35512 -0.84755
H -5.89006 1.11884 -2.57650
H -2.06081 3.77173 -3.94939
C 5.66529 0.16370 -0.75711
O 5.94644 -1.23369 -0.51579
P 4.69813 -2.30551 -0.31466
O 5.12225 -3.01448 0.90774
O 5.04546 -3.11692 -1.67429
C 5.04452 -2.40862 -2.90843
O 3.10455 -2.69847 -0.41604
C 2.14867 -1.73997 0.10230
H 6.31965 0.75905 -0.12336
H 5.86992 0.40131 -1.80195
H 4.63040 0.42292 -0.52940
H 6.06604 -2.12615 -3.16945
H 4.42408 -1.50814 -2.86733
H 4.64882 -3.06469 -3.68078
H 2.21749 -0.80122 -0.44627
H 2.33805 -1.56387 1.16312
H 1.14845 -2.14365 -0.01897
C 1.05298 -1.87003 4.42788
O 0.40597 -1.00424 3.46037
P -1.27961 -0.95833 3.39972
O -1.34205 -1.06277 1.91402
O -1.23837 0.60541 3.87459
C -0.79959 0.90833 5.19497
O -2.93757 -0.91991 3.68554
C -3.57912 -2.12660 4.13835
H 1.84084 -2.42462 3.92108
H 1.49782 -1.26460 5.21898
H 0.35885 -2.58251 4.87485
H 0.25281 1.19771 5.17405
H -0.92249 0.06096 5.87706
H -1.38937 1.74173 5.57105
H -3.18499 -2.43818 5.10661
H -3.44342 -2.92773 3.40792
H -4.64048 -1.91786 4.24418
```

## Properties
* HOMO level: -9.40 eV
* electronic energy: -4647.1025 hartree
* structure (SMILES): N#C[C@H](CCCBr)[C@H](C#N)N=C=O.COP(=O)(OC)OC.COP(=O)(OC)OC